(1)
Molecular formula: C5H9NO2
Method: DFT, ωB97M-V with the def2-TZVPD basis set

Atoms and positions in Å:
1 C 0.76083 2.09472 -1.78179
2 C 1.02116 -1.69397 0.46888
3 C 1.30112 0.89201 -1.04746
4 C 0.14343 -0.61506 0.04850
5 N -2.40693 -0.96568 2.13404
6 C -0.90659 0.00746 -0.15370
7 O -2.00357 -1.32843 0.87748
8 O 2.45843 0.61037 -0.96664
9 H -1.62110 -0.99840 2.78486
10 H -2.82875 -0.03719 2.12689
11 H -1.58179 0.80694 -0.35299
12 H 0.02213 1.76390 -2.51422
13 H 0.27474 2.75785 -1.06352
14 H 1.56592 2.62992 -2.29530
15 H 1.99326 -1.60578 -0.02675
16 H 0.60470 -2.67089 0.21581
17 H 1.20301 -1.64776 1.54591

## Properties
Relative energy (zero: lowest compared OMol25 entry of this formula, charge and spin): 7.843 eV
2S+1: 1
Calculated total energy: -400.88853 Ha
Gap between HOMO and LUMO (alpha / beta): 0.2551 / 0.2948 hartree

(2)
Molecular formula: C5H9NO2
Method: DFT, ωB97M-V with the def2-TZVPD basis set

Atoms and positions in Å:
1 C 0.67316 -0.61868 0.92126
2 N 1.52056 0.34958 0.23417
3 C 2.25712 -0.00179 -0.85491
4 O 2.94046 0.72759 -1.53676
5 C -0.54444 -1.04953 0.00500
6 C -1.34894 0.07462 -0.54056
7 C -1.41884 1.39148 0.02557
8 O -0.78683 1.92994 0.92790
9 H 0.32348 -0.23890 1.88574
10 H 1.26185 -1.54794 1.02902
11 H 1.12011 1.28631 0.14038
12 H 2.22456 -1.07497 -1.12355
13 H 0.00155 -1.59612 -0.79285
14 H -1.17089 -1.76461 0.56835
15 H -2.07599 -0.08172 -1.34286
16 H -2.78249 0.20338 0.95223
17 H -2.19445 2.01134 -0.49813

## Properties
Relative energy (zero: lowest compared OMol25 entry of this formula, charge and spin): 4.902 eV
2S+1: 1
Calculated total energy: -400.99661 Ha
Gap between HOMO and LUMO: 0.2840 hartree

(3)
Molecular formula: C5H9NO2
Method: DFT, ωB97M-V with the def2-TZVPD basis set

Atoms and positions in Å:
1 C -0.43639 -0.80058 -2.23975
2 C 0.21363 -0.65636 -1.09625
3 C 1.69525 -0.92519 -0.74817
4 C -0.57735 -0.14751 0.13198
5 O -1.31611 -1.13424 0.76319
6 N -0.39943 1.07660 0.29366
7 C -0.74926 1.84228 1.50177
8 O 0.33194 1.47792 2.32310
9 H -0.06163 -1.25698 -3.15584
10 H -1.49231 -0.66754 -2.32588
11 H 2.37026 -0.92139 -1.57988
12 H 1.99882 -0.02090 -0.26350
13 H 1.91461 -1.70160 -0.13969
14 H -2.01864 -0.73835 1.37690
15 H -1.70109 1.64271 2.03602
16 H -0.73907 2.93066 1.25723
17 H 0.49299 0.49108 2.10786

## Properties
Relative energy (zero: lowest compared OMol25 entry of this formula, charge and spin): 2.985 eV
2S+1: 1
Calculated total energy: -401.06708 Ha
SMILES: C=C(C)/C(O)=N/CO
Gap between HOMO and LUMO: 0.3626 hartree

What is the relative energy (zero: lowest compared OMol25 entry of this formula, charge and spin) in the first record?
7.843 eV

Which formula does entry 1 have?
C5H9NO2

What is the formula in the first record?
C5H9NO2